Entry 1:
ORCA calculation (ωB97M-V/def2-TZVPD) on a 4-piece molecular cluster, C24H47BClNO20P3S overall.

ORCA input file:
```
! RIJCOSX wB97M-V def2-TZVPD def2/J DEFGRID3
* xyz -1 1
C 2.745 -2.806 -0.390
C 2.353 -2.324 -1.943
O 2.646 -3.481 -2.802
C 3.256 -0.989 -2.235
C 3.451 -0.605 -3.817
S 4.884 0.654 -3.705
C 6.477 -0.149 -3.022
O 4.576 1.835 -2.745
O 5.301 1.183 -5.133
O 4.088 -1.620 -4.721
B 3.485 -1.660 -6.072
O 3.068 -3.071 -6.188
N 1.799 -3.189 -6.637
O 1.372 -4.202 -6.078
O 2.464 -0.597 -5.995
C 2.134 -0.004 -4.656
C 2.112 1.596 -5.026
C 0.649 2.117 -5.626
O -0.239 2.844 -4.916
Cl 0.201 1.693 -7.384
C 0.660 -0.662 -4.376
C -0.166 -0.027 -3.113
C -1.602 -0.790 -2.725
C -2.469 -0.252 -1.442
C -2.030 1.029 -0.519
C -0.619 1.792 -0.885
C 0.282 1.238 -2.175
H 3.131 -1.858 0.188
H 3.527 -3.672 -0.483
H 1.756 -3.149 0.160
H 1.196 -2.154 -1.930
H 1.724 -3.808 -3.098
H 2.711 -0.058 -1.724
H 4.264 -1.121 -1.633
H 7.375 0.573 -3.242
H 6.308 -0.228 -1.859
H 6.600 -1.229 -3.457
H 4.363 -1.351 -6.802
H 2.883 1.770 -5.920
H 2.432 2.310 -4.156
H 0.804 -1.828 -4.209
H -0.025 -0.576 -5.350
H -1.939 -1.723 -3.387
H -3.454 -0.830 -1.172
H -2.667 1.378 0.401
H -0.201 2.718 -0.262
H 1.293 1.794 -2.368
C -2.859 -3.849 4.465
O -2.402 -3.754 3.133
P -3.383 -3.224 1.811
O -3.419 -1.811 2.407
O -4.658 -4.085 2.419
C -4.596 -5.495 2.467
O -4.365 -2.693 0.488
C -5.726 -2.375 0.719
H -2.080 -3.460 5.126
H -3.788 -3.305 4.639
H -2.987 -4.906 4.710
H -4.811 -5.818 3.483
H -3.612 -5.874 2.176
H -5.367 -5.916 1.811
H -5.859 -1.800 1.642
H -6.317 -3.293 0.757
H -6.089 -1.781 -0.124
C -7.039 3.315 4.510
O -6.011 3.714 3.628
P -4.517 2.864 3.439
O -5.268 1.690 2.798
O -4.455 2.620 5.074
C -4.301 3.721 5.945
O -3.022 2.013 3.250
C -2.768 0.871 4.049
H -7.997 3.429 3.997
H -6.932 2.286 4.855
H -7.048 4.001 5.361
H -5.096 3.691 6.686
H -4.348 4.676 5.413
H -3.346 3.636 6.475
H -3.650 0.226 4.131
H -2.436 1.184 5.043
H -1.955 0.302 3.591
C 1.158 1.869 2.022
O 1.998 1.937 0.889
P 3.726 1.949 0.968
O 3.712 0.499 1.467
O 3.654 2.958 2.277
C 3.147 4.268 2.129
O 5.455 1.961 1.047
C 6.091 1.951 2.313
H 0.344 1.172 1.807
H 1.680 1.550 2.924
H 0.706 2.853 2.173
H 2.359 4.420 2.862
H 2.739 4.441 1.129
H 3.943 4.992 2.338
H 5.611 1.252 3.005
H 6.090 2.961 2.733
H 7.133 1.651 2.173
*
```

Values from the calculation:
Lowest unoccupied orbital energy   -0.0684 Eh
Molecular weight   840.88 g/mol
Frontier orbital gap   3.924 eV

---

Entry 2:
ORCA calculation (ωB97M-V/def2-TZVPD) on C24H48BCdFN4O9S as an isolated structure.

ORCA input file:
```
! RIJCOSX wB97M-V def2-TZVPD def2/J DEFGRID3
* xyz -2 1
Cd -6.654 2.040 -11.671
F -5.484 3.277 -12.916
B -6.839 2.984 -9.735
H -5.853 3.287 -10.183
H -7.651 3.055 -10.510
H -6.786 1.875 -9.397
H -7.144 3.676 -8.877
S -9.204 2.568 -13.749
O -8.444 3.517 -14.555
O -9.265 1.275 -14.466
O -8.499 2.412 -12.436
O -10.562 3.061 -13.479
C -5.183 -0.309 -2.254
C -4.521 0.172 -3.571
C -5.526 0.498 -4.697
O -4.760 0.903 -5.802
C -5.571 1.255 -6.916
N -3.960 1.496 -3.241
H -6.155 0.201 -2.218
H -4.552 -0.087 -1.399
H -5.642 -1.303 -2.211
H -3.771 -0.566 -3.870
H -6.278 1.212 -4.343
H -6.091 -0.409 -4.964
H -6.087 0.523 -7.543
H -4.801 1.738 -7.523
H -6.271 2.062 -6.681
H -3.765 1.929 -4.137
H -3.138 1.346 -2.669
C -9.046 5.263 -7.488
C -8.498 6.489 -8.240
C -7.615 7.270 -7.319
O -7.139 8.483 -7.875
C -6.082 9.083 -7.199
N -7.847 5.999 -9.472
H -8.309 4.703 -6.906
H -9.594 4.553 -8.105
H -9.759 5.588 -6.715
H -9.426 7.049 -8.404
H -6.677 6.738 -7.108
H -8.221 7.420 -6.413
H -5.361 9.482 -7.918
H -5.441 8.455 -6.568
H -6.428 9.903 -6.559
H -6.854 5.953 -9.245
H -7.984 4.985 -9.585
C -5.918 -0.308 -13.699
C -5.920 -0.691 -12.182
C -4.675 -0.311 -11.379
O -4.642 1.097 -11.166
C -3.438 1.568 -10.570
N -7.126 -0.023 -11.631
H -5.709 -1.178 -14.322
H -5.286 0.548 -13.939
H -6.933 0.011 -13.958
H -6.115 -1.769 -12.128
H -3.850 -0.739 -11.960
H -4.672 -0.849 -10.421
H -3.242 0.889 -9.732
H -3.692 2.563 -10.210
H -2.604 1.587 -11.272
H -7.275 -0.421 -10.701
H -7.945 -0.352 -12.139
C -2.769 6.904 -7.637
C -3.545 5.758 -7.378
C -4.301 5.190 -8.388
C -4.139 5.648 -9.683
C -3.283 6.709 -10.006
C -2.680 7.362 -8.951
H -2.429 7.569 -6.853
H -3.601 5.335 -6.381
H -4.932 4.324 -8.229
H -4.670 5.207 -10.521
H -3.159 7.025 -11.031
H -2.007 8.206 -9.076
C -10.856 0.243 -8.216
C -11.434 -0.108 -7.005
C -10.878 0.329 -5.824
C -9.862 1.275 -5.886
C -9.187 1.532 -7.079
C -9.744 1.062 -8.276
N -9.377 1.977 -4.696
O -9.670 1.464 -3.620
O -8.644 2.947 -4.722
H -11.293 -0.066 -9.158
H -12.254 -0.813 -7.049
H -11.354 -0.002 -4.912
H -8.355 2.222 -7.081
H -9.206 1.310 -9.177
*
```

Values from the calculation:
Lowest unoccupied orbital energy   0.1115 Eh
Molecular weight   710.96 g/mol
Frontier orbital gap   3.799 eV
Energy relative to the best compared isomer or geometry (same formula, charge and spin)   0.0 kcal/mol

---

Entry 3:
ORCA calculation (ωB97M-V/def2-TZVPD) on a 2-piece molecular cluster, C24H48BFN2O7S overall.

ORCA input file:
```
! RIJCOSX wB97M-V def2-TZVPD def2/J DEFGRID3
* xyz -1 2
C -1.779 5.263 0.692
C -1.815 4.075 1.644
O -1.398 4.234 2.737
N -2.343 2.827 1.264
C -3.313 2.918 0.175
C -1.308 1.803 1.019
C -0.458 2.028 -0.256
C 0.985 1.509 -0.120
C 1.347 0.451 -1.203
C 2.739 0.595 -1.809
C 3.766 0.584 -0.642
C 3.808 -0.729 0.118
F 5.054 0.782 -1.112
O 3.014 -0.458 -2.638
B 3.780 -0.048 -3.874
O 3.896 1.439 -3.639
C 3.071 1.905 -2.661
C 1.889 2.631 -3.330
C 0.853 1.733 -4.036
C 0.724 1.997 -5.525
C -0.374 1.124 -6.162
S 0.226 -0.507 -6.619
O 1.442 -0.386 -7.309
O 0.263 -1.307 -5.451
O -0.898 -1.163 -7.563
H -2.782 5.621 0.469
H -1.168 6.026 1.153
H -1.321 5.023 -0.267
H -2.844 3.334 -0.727
H -4.156 3.547 0.442
H -3.661 1.921 -0.082
H -0.627 1.795 1.864
H -1.830 0.852 0.963
H -0.999 1.573 -1.084
H -0.412 3.097 -0.459
H 1.087 1.020 0.852
H 1.683 2.341 -0.091
H 0.550 0.432 -1.937
H 1.325 -0.522 -0.717
H 3.595 1.417 0.043
H 4.512 -0.591 0.942
H 2.856 -1.007 0.563
H 4.213 -1.487 -0.545
H 4.918 -0.476 -3.723
H 3.218 -0.279 -4.923
H 3.490 2.609 -1.920
H 2.329 3.266 -4.102
H 1.429 3.325 -2.615
H 1.001 0.673 -3.857
H -0.125 1.965 -3.592
H 0.399 3.018 -5.729
H 1.644 1.825 -6.083
H -1.208 0.950 -5.486
H -0.769 1.579 -7.068
H -0.999 -2.090 -7.292
C -0.628 -4.896 3.447
C -0.207 -3.401 3.371
C 0.208 -2.885 4.754
C -0.968 -2.660 5.699
C -1.997 -1.738 5.050
C -2.460 -2.250 3.684
N -1.307 -2.577 2.785
O -0.807 -1.471 2.356
C -3.365 -3.481 3.905
C -3.380 -1.218 3.033
C 1.036 -3.401 2.478
H -0.483 -5.314 4.445
H -1.661 -5.068 3.159
H -0.054 -5.508 2.751
H 0.746 -1.938 4.644
H 0.916 -3.583 5.206
H -1.421 -3.616 5.977
H -0.612 -2.213 6.630
H -2.861 -1.627 5.710
H -1.562 -0.739 4.944
H -3.618 -3.953 2.954
H -4.302 -3.179 4.375
H -2.931 -4.233 4.561
H -2.903 -0.243 2.931
H -4.270 -1.072 3.646
H -3.705 -1.551 2.045
H 0.793 -3.730 1.467
H 1.776 -4.089 2.888
H 1.508 -2.422 2.413
*
```

Values from the calculation:
Lowest unoccupied orbital energy (spin up / spin down)   0.0793 / 0.0672 Eh
Molecular weight   538.53 g/mol
Frontier orbital gap (spin up / spin down)   5.794 / 5.466 eV
Energy relative to the best compared isomer or geometry (same formula, charge and spin)   31.6 kcal/mol
⟨S²⟩   0.75

---

Entry 4:
ORCA calculation (ωB97M-V/def2-TZVPD) on a 11-piece molecular cluster, C24H48Cl6F12N3O10 overall.

ORCA input file:
```
! RIJCOSX wB97M-V def2-TZVPD def2/J DEFGRID3
* xyz 0 2
N 0.740 -2.946 -1.473
H 1.115 -2.917 -2.410
H 1.093 -2.154 -0.955
H 0.879 -3.788 -0.933
H -0.245 -2.722 -1.465
N -2.764 -3.294 0.451
H -2.116 -3.866 0.974
H -2.188 -2.634 -0.052
H -3.249 -2.798 1.184
H -3.500 -3.772 -0.049
N 2.686 -1.052 2.354
H 3.663 -1.310 2.348
H 2.469 -0.268 2.953
H 2.133 -1.876 2.541
H 2.554 -0.620 1.450
O 1.628 -0.727 -0.083
C 0.576 0.200 -0.091
C -0.965 -0.325 -0.031
O -1.479 -1.360 -0.934
H 0.703 0.798 -0.994
H 0.848 0.919 0.682
H -1.687 0.490 0.019
H -0.984 -0.779 0.960
C -0.483 0.850 -4.725
C -0.310 -0.590 -4.153
O -0.419 -1.592 -5.198
C -0.390 -2.883 -4.963
O -0.317 -3.425 -3.879
C -0.434 -3.737 -6.204
F -1.514 -4.471 -6.227
F -0.399 -3.064 -7.315
F 0.539 -4.649 -6.282
H 0.111 1.533 -4.117
H -1.511 1.209 -4.747
H -0.069 0.978 -5.725
H -0.919 -0.646 -3.251
H 0.716 -0.672 -3.793
C 2.841 4.528 2.432
C 2.348 3.136 2.901
O 2.257 3.070 4.288
C 1.989 1.828 4.869
O 1.967 0.765 4.235
C 1.867 1.859 6.389
F 0.766 1.183 6.731
F 2.937 1.291 6.895
F 1.749 3.176 6.766
H 3.390 4.407 1.498
H 3.563 4.938 3.138
H 1.974 5.140 2.183
H 3.130 2.438 2.603
H 1.359 2.976 2.472
C -6.740 6.400 0.796
C -5.581 5.603 1.435
O -5.620 4.247 0.978
C -4.603 3.387 1.391
O -3.676 3.721 2.126
C -4.582 2.068 0.596
F -3.659 2.140 -0.365
F -4.381 1.074 1.418
F -5.691 1.911 -0.089
H -6.502 7.446 0.989
H -7.677 6.038 1.219
H -6.660 6.250 -0.280
H -5.608 5.659 2.523
H -4.661 6.082 1.099
C 5.801 -1.282 -1.135
C 4.587 -1.945 -0.435
O 4.995 -3.201 0.027
C 5.087 -3.461 1.389
O 4.861 -2.669 2.280
C 5.371 -4.941 1.612
F 5.337 -5.143 2.924
F 4.538 -5.664 0.889
F 6.557 -5.259 1.135
H 5.698 -0.198 -1.181
H 5.933 -1.641 -2.156
H 6.707 -1.465 -0.557
H 3.791 -2.003 -1.177
H 4.167 -1.298 0.336
Cl -3.664 -0.495 5.567
C -2.584 -0.294 4.168
C -1.938 -1.656 3.761
Cl -3.326 -2.729 3.410
H -1.807 0.425 4.427
H -3.160 0.106 3.333
H -1.227 -2.095 4.461
H -1.337 -1.632 2.852
Cl 3.160 1.556 -4.697
C 3.247 0.753 -3.036
C 3.379 1.880 -1.937
Cl 4.731 2.952 -2.266
H 4.119 0.102 -3.100
H 2.432 0.067 -2.807
H 3.679 1.409 -1.001
H 2.397 2.347 -1.873
Cl -6.038 0.161 -2.585
C -4.278 -0.317 -2.319
C -4.134 -1.645 -3.093
Cl -4.221 -1.259 -4.790
H -4.070 -0.476 -1.261
H -3.644 0.513 -2.630
H -4.990 -2.282 -2.871
H -3.166 -2.023 -2.764
*
```

Values from the calculation:
Lowest unoccupied orbital energy (spin up / spin down)   -0.0363 / -0.0393 Eh
Molecular weight   979.35 g/mol
Frontier orbital gap (spin up / spin down)   1.961 / 7.129 eV
⟨S²⟩   0.75

---

Entry 5:
ORCA calculation (ωB97M-V/def2-TZVPD) on a 9-piece molecular cluster, C24H48Cl8O14 overall.

ORCA input file:
```
! RIJCOSX wB97M-V def2-TZVPD def2/J DEFGRID3
* xyz 0 1
C 32.763 9.644 3.282
C 33.003 8.448 4.185
O 32.532 7.246 3.592
C 33.420 6.475 2.963
O 34.485 6.796 2.592
O 32.894 5.278 2.821
C 33.613 4.381 1.996
H 31.708 9.656 2.986
H 33.351 9.586 2.358
H 33.020 10.605 3.727
H 32.505 8.590 5.150
H 34.056 8.349 4.477
H 33.579 4.712 0.953
H 33.108 3.427 2.092
H 34.660 4.271 2.279
C 26.747 -1.853 -0.577
C 28.171 -1.841 -0.189
O 28.642 -0.478 -0.249
C 29.362 -0.082 0.702
O 29.714 -0.693 1.607
O 29.645 1.158 0.429
C 30.385 1.843 1.391
H 26.323 -2.847 -0.463
H 26.598 -1.494 -1.598
H 26.174 -1.191 0.076
H 28.767 -2.441 -0.881
H 28.291 -2.256 0.811
H 29.868 1.835 2.352
H 30.566 2.863 1.075
H 31.367 1.382 1.535
C 27.207 1.145 4.297
C 26.612 -0.142 3.863
O 27.085 -1.083 4.788
C 26.761 -2.299 4.621
O 26.148 -2.710 3.765
O 27.230 -3.022 5.566
C 27.685 -2.383 6.777
H 27.052 1.933 3.562
H 28.291 1.022 4.395
H 26.825 1.437 5.276
H 26.852 -0.354 2.820
H 25.522 -0.106 3.946
H 28.412 -1.588 6.602
H 28.192 -3.138 7.378
H 26.841 -2.000 7.359
C 29.617 8.517 0.385
C 30.305 7.160 0.443
O 29.835 6.400 -0.653
C 30.283 5.218 -0.675
O 31.185 4.804 -0.027
O 29.595 4.582 -1.557
C 29.978 3.213 -1.765
H 29.623 8.835 -0.664
H 30.087 9.290 0.982
H 28.593 8.449 0.746
H 30.127 6.653 1.401
H 31.397 7.299 0.414
H 29.907 2.652 -0.835
H 30.992 3.150 -2.157
H 29.274 2.813 -2.478
C 22.620 8.245 1.867
C 23.073 7.074 0.988
O 24.477 7.202 0.772
C 25.133 6.099 0.459
C 26.579 6.363 0.132
O 24.642 5.039 0.480
H 22.885 9.195 1.403
H 23.122 8.191 2.833
H 21.545 8.212 2.043
H 22.879 6.145 1.524
H 22.520 7.075 0.051
H 27.106 5.470 0.468
H 26.931 7.200 0.725
H 26.812 6.491 -0.917
Cl 28.599 4.544 2.606
C 29.846 4.585 3.855
Cl 29.214 4.628 5.503
H 30.434 3.681 3.773
H 30.482 5.443 3.695
Cl 30.424 2.090 8.052
C 30.970 0.750 7.040
Cl 30.770 1.146 5.350
H 32.009 0.566 7.241
H 30.344 -0.091 7.274
Cl 26.522 2.781 8.600
C 26.025 3.774 7.238
Cl 24.991 5.143 7.756
H 26.878 4.193 6.738
H 25.432 3.181 6.564
Cl 26.394 9.154 3.649
C 27.397 7.713 3.759
Cl 29.124 8.113 3.770
H 27.161 7.199 4.679
H 27.206 7.048 2.934
*
```

Values from the calculation:
Lowest unoccupied orbital energy   0.0141 Eh
Molecular weight   844.26 g/mol
Frontier orbital gap   10.786 eV
SMILES string   CCOC(=O)OC.CCOC(=O)OC.CCOC(=O)OC.CCOC(=O)OC.CCOC(C)=O.ClCCl.ClCCl.ClCCl.ClCCl

---

Repeat the first record exactly.
ORCA calculation (ωB97M-V/def2-TZVPD) on a 4-piece molecular cluster, C24H47BClNO20P3S overall.

ORCA input file:
```
! RIJCOSX wB97M-V def2-TZVPD def2/J DEFGRID3
* xyz -1 1
C 2.745 -2.806 -0.390
C 2.353 -2.324 -1.943
O 2.646 -3.481 -2.802
C 3.256 -0.989 -2.235
C 3.451 -0.605 -3.817
S 4.884 0.654 -3.705
C 6.477 -0.149 -3.022
O 4.576 1.835 -2.745
O 5.301 1.183 -5.133
O 4.088 -1.620 -4.721
B 3.485 -1.660 -6.072
O 3.068 -3.071 -6.188
N 1.799 -3.189 -6.637
O 1.372 -4.202 -6.078
O 2.464 -0.597 -5.995
C 2.134 -0.004 -4.656
C 2.112 1.596 -5.026
C 0.649 2.117 -5.626
O -0.239 2.844 -4.916
Cl 0.201 1.693 -7.384
C 0.660 -0.662 -4.376
C -0.166 -0.027 -3.113
C -1.602 -0.790 -2.725
C -2.469 -0.252 -1.442
C -2.030 1.029 -0.519
C -0.619 1.792 -0.885
C 0.282 1.238 -2.175
H 3.131 -1.858 0.188
H 3.527 -3.672 -0.483
H 1.756 -3.149 0.160
H 1.196 -2.154 -1.930
H 1.724 -3.808 -3.098
H 2.711 -0.058 -1.724
H 4.264 -1.121 -1.633
H 7.375 0.573 -3.242
H 6.308 -0.228 -1.859
H 6.600 -1.229 -3.457
H 4.363 -1.351 -6.802
H 2.883 1.770 -5.920
H 2.432 2.310 -4.156
H 0.804 -1.828 -4.209
H -0.025 -0.576 -5.350
H -1.939 -1.723 -3.387
H -3.454 -0.830 -1.172
H -2.667 1.378 0.401
H -0.201 2.718 -0.262
H 1.293 1.794 -2.368
C -2.859 -3.849 4.465
O -2.402 -3.754 3.133
P -3.383 -3.224 1.811
O -3.419 -1.811 2.407
O -4.658 -4.085 2.419
C -4.596 -5.495 2.467
O -4.365 -2.693 0.488
C -5.726 -2.375 0.719
H -2.080 -3.460 5.126
H -3.788 -3.305 4.639
H -2.987 -4.906 4.710
H -4.811 -5.818 3.483
H -3.612 -5.874 2.176
H -5.367 -5.916 1.811
H -5.859 -1.800 1.642
H -6.317 -3.293 0.757
H -6.089 -1.781 -0.124
C -7.039 3.315 4.510
O -6.011 3.714 3.628
P -4.517 2.864 3.439
O -5.268 1.690 2.798
O -4.455 2.620 5.074
C -4.301 3.721 5.945
O -3.022 2.013 3.250
C -2.768 0.871 4.049
H -7.997 3.429 3.997
H -6.932 2.286 4.855
H -7.048 4.001 5.361
H -5.096 3.691 6.686
H -4.348 4.676 5.413
H -3.346 3.636 6.475
H -3.650 0.226 4.131
H -2.436 1.184 5.043
H -1.955 0.302 3.591
C 1.158 1.869 2.022
O 1.998 1.937 0.889
P 3.726 1.949 0.968
O 3.712 0.499 1.467
O 3.654 2.958 2.277
C 3.147 4.268 2.129
O 5.455 1.961 1.047
C 6.091 1.951 2.313
H 0.344 1.172 1.807
H 1.680 1.550 2.924
H 0.706 2.853 2.173
H 2.359 4.420 2.862
H 2.739 4.441 1.129
H 3.943 4.992 2.338
H 5.611 1.252 3.005
H 6.090 2.961 2.733
H 7.133 1.651 2.173
*
```

Values from the calculation:
Lowest unoccupied orbital energy   -0.0684 Eh
Molecular weight   840.88 g/mol
Frontier orbital gap   3.924 eV